(1)
Density functional theory data (the ωB97M-V functional and the def2-TZVPD basis) for C14H21AuBrSi as an isolated structure.

Each line ends with the Mulliken spin population.
Atoms and positions in Å:
C  1.658251  0.565644  2.001892  -0.025
C  0.595355  0.255947  2.924112  0.075
C  0.332278  -1.142946  2.855400  -0.020
H  0.072162  0.958135  3.565439  0.001
C  1.240139  -1.728298  1.926784  0.092
C  2.083978  -0.702830  1.380437  -0.014
H  3.057177  -0.850059  0.909404  0.011
H  2.175078  1.522215  1.905167  0.002
H  -0.436208  -1.659912  3.434571  -0.004
H  1.269375  -2.782364  1.662639  0.008
Au  0.620927  0.202824  -0.012219  0.302
Br  0.170292  2.235241  -1.346473  0.199
C  2.475570  2.447936  -3.766790  0.222
C  3.700640  1.766933  -3.486719  0.035
C  4.405761  2.519633  -2.491890  0.393
H  4.043980  0.850069  -3.965399  -0.001
C  3.617891  3.666621  -2.161986  -0.094
C  2.429133  3.631618  -2.954725  0.363
H  1.646429  4.378985  -2.949921  0.011
H  1.701436  2.123338  -4.455023  0.005
H  5.388118  2.275383  -2.076668  0.022
H  3.867084  4.441036  -1.437030  -0.001
C  -2.229611  -3.118963  1.229943  0.007
Si  -2.756896  -1.492832  0.473656  -0.042
C  -4.311247  -1.767747  -0.551840  0.022
C  -3.121883  -0.290596  1.855929  0.013
C  -1.290685  -0.769871  -0.485942  0.434
H  -3.021734  -3.476481  1.899980  0.000
H  -1.296202  -3.012243  1.804888  -0.003
H  -2.076691  -3.879914  0.454481  0.000
H  -5.106378  -2.155415  0.110802  0.004
H  -4.654266  -0.837073  -1.028822  0.002
H  -4.127081  -2.489618  -1.362057  0.002
H  -2.237188  -0.157324  2.496255  -0.002
H  -3.412065  0.694161  1.471308  -0.001
H  -3.952401  -0.669684  2.465574  0.000
H  -0.860352  -1.558511  -1.129382  -0.003
H  -1.660168  0.006960  -1.165775  -0.015

Atomic forces in eV per Å
C 0.103 -0.856 1.168
C 0.779 -0.654 -0.647
C 0.945 0.511 -0.240
H 0.086 -0.015 -0.224
C -0.657 0.299 0.643
C -0.266 0.651 0.883
H -0.432 -0.009 -0.031
H -0.159 -0.372 0.093
H 0.283 0.128 -0.308
H 0.069 0.226 0.006
Au -0.629 -0.357 -0.098
Br -0.459 0.488 -0.376
C 2.318 -2.084 -0.136
C -2.262 0.758 -1.046
C -0.730 1.152 0.247
H -0.179 0.281 0.243
C -0.530 -0.200 -0.689
C 1.833 0.493 1.503
H 0.081 -0.173 0.012
H 0.203 0.050 0.181
H -0.464 0.080 -0.138
H -0.068 -0.332 -0.240
C -0.096 -0.347 0.142
Si 1.800 0.896 0.253
C -0.078 -0.014 -0.227
C -0.401 0.034 0.326
C -0.548 -0.544 -1.148
H 0.129 -0.105 -0.002
H -0.379 0.026 -0.265
H 0.010 0.055 0.114
H 0.203 0.127 -0.336
H 0.038 -0.214 0.232
H -0.101 0.090 0.263
H -0.239 -0.084 -0.262
H 0.062 -0.108 0.010
H 0.056 0.142 0.094
H -0.218 0.081 0.024
H -0.101 -0.104 -0.023

Values from the calculation:
spin multiplicity: 3
energy above the lowest of the compared OMol25 structures with the same formula, charge and spin: 0.0 kcal/mol
HOMO (spin up / spin down): -3.537 / -3.801 eV
HOMO-LUMO gap (spin up / spin down): 6.793 / 4.937 eV
net charge: -1

=====

(2)
Density functional theory data (the ωB97M-V functional and the def2-TZVPD basis) for C14H21BFN3OSSi as an isolated structure.

Each line ends with the Löwdin charge.
Atoms and positions in Å:
C  -2.716305  0.648998  -0.357253  -0.008
B  -1.649800  0.255262  0.776101  -0.475
O  -1.480418  1.048235  1.945222  0.084
C  -0.743134  -1.070307  0.686760  -0.025
C  0.655531  -1.010598  0.091290  -0.167
Si  1.521493  0.536692  -0.598450  0.558
C  3.418783  0.179020  -0.474290  -0.211
C  1.232398  2.135267  0.393885  -0.180
C  1.204402  0.774949  -2.493710  -0.186
C  1.406490  -2.270922  0.006648  -0.011
C  0.861369  -3.592994  0.469910  -0.328
N  1.524653  -4.807376  0.372655  -0.235
S  0.414253  -5.854435  1.056552  0.950
N  -0.896040  -4.890820  1.472943  -0.242
C  -0.518299  -3.612374  1.089344  -0.258
C  -1.317869  -2.327160  1.193717  -0.047
C  -2.725450  -2.448700  1.851716  -0.288
C  -2.720465  -1.807078  3.318219  -0.025
F  -3.793691  -1.965456  1.053894  -0.034
H  -2.195130  1.343179  -1.086307  0.075
H  -2.999546  -0.291106  -0.898513  0.073
H  -3.621465  1.163520  0.087118  0.080
H  -2.300380  1.533430  2.144902  0.106
H  3.808535  -0.423092  -1.335688  0.036
H  3.989648  1.140279  -0.303473  0.034
H  3.551706  -0.411830  0.483024  0.037
H  0.840182  1.900612  1.419952  0.033
H  2.150719  2.791360  0.402616  0.039
H  0.428107  2.764108  -0.107537  0.038
H  1.237679  -0.206811  -3.047733  0.043
H  0.281964  1.378674  -2.704355  0.012
H  2.105292  1.357711  -2.860685  0.024
H  2.437314  -2.293914  -0.438749  0.097
H  -2.935238  -3.547225  2.022122  0.132
H  -3.402678  -0.912783  3.319069  0.084
H  -3.099745  -2.548895  4.078101  0.081
H  -1.699638  -1.476063  3.637148  0.087
C  1.756367  4.575072  -2.748094  -0.068
C  0.332264  4.253265  -2.839247  -0.288
N  -0.786050  4.000691  -2.911134  0.137
H  1.979092  5.162069  -1.855462  0.084
H  2.368518  3.673040  -2.703636  0.064
H  2.094582  5.154506  -3.608590  0.083

Atomic forces in eV per Å
C 0.352 -0.186 0.238
B -0.271 0.615 0.899
O -0.825 -1.232 -1.141
C 0.349 -2.508 0.507
C -0.306 -3.855 0.763
Si 1.267 0.080 -0.778
C -0.169 -0.148 0.988
C -0.959 0.677 -0.262
C 0.417 0.249 0.158
C -1.359 0.919 0.267
C -0.303 1.417 -0.106
N -3.430 1.504 1.384
S -0.354 1.235 -0.122
N 2.536 1.521 -1.313
C 0.802 0.074 -0.526
C 1.421 0.799 -1.391
C 0.818 -1.020 1.424
C -0.496 0.141 -0.352
F 1.082 0.062 0.626
H -0.670 -0.605 0.672
H 0.007 1.018 0.354
H 0.936 -0.513 -0.693
H 0.591 0.135 -0.319
H -0.169 0.667 0.780
H -0.522 -1.043 -0.556
H 0.084 0.497 -1.055
H 0.652 0.402 -0.825
H -0.840 -0.877 0.226
H 0.767 -0.730 0.572
H -0.315 1.010 0.586
H 0.769 -0.766 -0.032
H -0.987 -0.502 0.317
H -1.179 0.088 0.534
H 0.255 1.192 -0.588
H 0.649 -0.817 0.059
H 0.301 0.787 -0.886
H -0.899 -0.293 -0.460
C 0.346 0.103 0.036
C 0.148 0.051 0.006
N 0.174 0.010 0.051
H -0.225 -0.048 -0.005
H -0.224 -0.058 -0.011
H -0.225 -0.050 -0.023

Values from the calculation:
HOMO: -8.682 eV
HOMO-LUMO gap: 7.700 eV

=====

(3)
Density functional theory data (the ωB97M-V functional and the def2-TZVPD basis) for C14H21BN5O5S2Zn as an isolated structure.

Each line ends with the Löwdin charge.
Atoms and positions in Å:
Zn  -0.482683  -0.206427  0.622493  0.430
O  -1.034773  -1.103269  2.898579  -0.097
C  -1.310286  -2.486339  2.709931  -0.215
C  -2.170558  -2.621341  1.471900  -0.151
N  -1.480434  -2.171268  0.260942  -0.214
C  -0.390534  -3.063009  -0.117682  -0.101
C  0.926695  -2.732241  0.617630  -0.683
O  1.751880  -3.641465  0.720566  -0.008
O  1.053928  -1.529811  1.025399  -0.108
C  -2.447453  -1.835146  -0.784226  -0.116
C  -3.120182  -0.479935  -0.485703  -0.653
O  -4.259643  -0.297772  -0.901888  0.011
O  -2.399132  0.350592  0.173110  -0.128
H  -0.119095  -0.996381  3.176350  0.076
H  -1.855974  -2.884667  3.570792  0.119
H  -0.386643  -3.058204  2.599216  0.117
H  -3.064573  -2.008493  1.601189  0.134
H  -2.481964  -3.670624  1.367728  0.129
H  -0.182221  -2.925883  -1.179746  0.112
H  -0.633443  -4.116606  0.052865  0.126
H  -3.221681  -2.598877  -0.907667  0.125
H  -1.913584  -1.722648  -1.729086  0.103
C  -2.487241  3.169030  1.271093  -0.033
N  -1.340286  3.344584  0.396228  -0.106
C  -1.328068  4.067283  -0.779897  -0.048
C  -0.081053  3.961131  -1.284868  -0.076
N  0.665060  3.182977  -0.431803  -0.027
B  2.194027  2.962878  -0.559256  -0.463
N  2.619238  1.463859  -0.822616  0.006
C  3.943916  1.133636  -0.642123  -0.074
C  4.147140  -0.109827  -1.116014  -0.053
N  2.930373  -0.548733  -1.590426  -0.118
C  2.712626  -1.847629  -2.194080  -0.034
C  1.991126  0.415683  -1.387147  -0.674
S  0.322566  0.237843  -1.778198  0.688
C  -0.120097  2.791898  0.585446  -0.721
S  0.307126  1.735157  1.876371  0.680
H  -3.214992  3.942565  1.032821  0.086
H  -2.166892  3.267917  2.305443  0.075
H  -2.920183  2.183098  1.116095  0.069
H  -2.206332  4.563524  -1.151653  0.113
H  0.339270  4.366502  -2.187283  0.113
H  2.563326  3.624814  -1.511787  0.071
H  2.732280  3.300140  0.470183  0.067
H  4.628023  1.820276  -0.176120  0.114
H  5.023657  -0.732592  -1.143524  0.115
H  3.481040  -2.024463  -2.947352  0.088
H  1.736882  -1.838425  -2.671478  0.049
H  2.749822  -2.633314  -1.440748  0.083

Atomic forces in eV per Å
Zn 0.161 0.187 -0.117
O -0.129 -0.023 0.199
C 0.058 0.049 -0.084
C 0.074 0.025 -0.030
N -0.112 -0.095 -0.029
C -0.012 0.093 0.006
C 0.043 0.000 -0.042
O 0.000 0.092 -0.042
O 0.066 -0.133 0.029
C 0.082 -0.038 0.051
C 0.015 0.058 0.090
O 0.054 0.031 0.009
O -0.144 -0.160 -0.087
H 0.078 -0.038 -0.082
H -0.020 0.023 0.021
H -0.017 0.009 0.069
H 0.010 0.016 -0.002
H -0.058 -0.017 -0.030
H -0.009 0.010 -0.027
H -0.004 -0.035 -0.014
H -0.008 -0.014 -0.004
H 0.020 -0.022 -0.019
C -0.011 0.008 -0.012
N 0.043 -0.033 0.002
C -0.071 -0.077 0.113
C 0.042 -0.013 -0.002
N 0.085 -0.050 0.086
B 0.019 0.033 -0.054
N -0.158 -0.022 -0.022
C -0.028 0.088 0.067
C -0.065 -0.128 -0.072
N -0.046 -0.019 -0.011
C 0.004 0.018 0.054
C 0.238 -0.016 0.057
S 0.017 0.147 0.126
C -0.147 0.089 -0.109
S -0.050 -0.024 -0.189
H 0.011 0.021 0.000
H 0.025 0.019 0.013
H 0.011 -0.010 -0.027
H 0.003 -0.004 0.025
H 0.036 -0.021 0.039
H -0.031 -0.026 0.044
H 0.047 -0.010 -0.065
H -0.035 0.015 -0.019
H -0.014 0.019 0.007
H 0.002 0.011 -0.001
H -0.028 -0.010 0.021
H -0.046 -0.024 0.069

Values from the calculation:
energy above the lowest of the compared OMol25 structures with the same formula, charge and spin: 3.5 kcal/mol
HOMO: -4.977 eV
HOMO-LUMO gap: 7.680 eV
net charge: -1

=====

| no. | largest force on an atom (eV/A) |
| --- | --- |
| 1 | 3.12 |
| 2 | 3.99 |
| 3 | 0.27 |